(1)
12
Properties=species:S:1:pos:R:3:forces:R:3 method="wB97M-V/def2-TZVPD" spin_multiplicity=4 energy_ev=-39983.526 largest_force_ev_per_a=2.2 e_homo_ev="-29.522 / -31.030" total_charge=+5 gap_ev="7.234 / 5.751"
O -3.01827 0.76334 -3.92578 -0.1 0.0 0.0
C -4.01597 1.14169 -3.41020 -0.3 0.2 -0.2
H -4.91448 1.40153 -4.03562 -0.2 0.0 -0.1
H -4.07337 1.26941 -2.29351 -0.2 0.0 -0.5
Tm 2.04887 -2.37844 0.66451 0.3 0.1 0.4
Li 2.73821 1.48095 -0.04065 0.8 1.4 -0.3
O 1.62292 -0.07704 0.50901 0.4 -2.1 -0.5
C -1.66789 0.74094 1.00098 -0.7 0.5 1.0
O -0.71387 0.51001 0.27455 1.4 -0.3 -0.2
O 0.64246 0.41772 1.21672 -1.2 0.0 0.2
H -2.65402 0.82303 0.52138 -0.1 0.0 0.0
H -1.53496 0.85663 2.08962 -0.2 0.1 0.2

---

(2)
56
Properties=species:S:1:pos:R:3:forces:R:3 method="wB97M-V/def2-TZVPD" spin_multiplicity=1 energy_ev=-161167.235 largest_force_ev_per_a=3.4 e_homo_ev="-12.677 / -12.667" total_charge=+2 e_above_lowest_kcal_mol=2.9 gap_ev="4.372 / 4.375"
Co -1.00540 -0.56621 0.05562 0.4 0.1 -0.7
C 3.67346 -0.42882 2.84089 -0.1 0.0 0.0
C 3.11770 0.57086 2.04986 0.2 -0.1 0.3
C 2.12436 0.26863 1.14348 -0.1 -0.6 -0.4
C 1.68914 -1.05531 0.97851 1.2 0.4 1.1
C 2.22692 -2.05172 1.81269 -0.5 0.4 -0.2
C 3.20658 -1.73254 2.72875 0.2 0.2 0.1
N 0.71974 -1.35455 0.04486 -0.4 -0.5 -0.5
C 0.81559 -2.48122 -0.71210 -0.7 1.3 0.3
C 1.93611 -3.31043 -0.86773 0.4 -0.7 -0.3
C 1.81535 -4.47960 -1.59763 0.4 1.0 0.7
C 0.60630 -4.82316 -2.20042 -1.8 0.3 -0.4
C -0.49427 -3.97646 -2.13727 0.7 -1.3 -0.7
C -0.38217 -2.78525 -1.42931 0.2 0.7 0.2
N -1.32690 -1.81601 -1.28736 -1.1 0.0 -0.3
N -2.51104 -1.86629 -1.79478 2.3 -2.3 -0.9
C -3.35924 -0.97431 -1.30678 -1.1 2.3 1.4
C -4.69136 -0.87264 -1.75347 1.1 -0.4 0.0
C -5.53390 0.00749 -1.12877 0.1 0.5 0.6
C -5.04243 0.79802 -0.08160 -0.2 -0.2 -0.4
C -3.71521 0.69608 0.27140 0.1 0.1 0.2
N -2.87248 -0.16947 -0.29875 -0.9 -0.1 -0.5
H 4.44615 -0.19153 3.55543 0.1 0.0 0.0
H 3.47154 1.58643 2.14210 0.0 0.1 0.0
H 1.69733 1.03293 0.50776 0.0 0.1 -0.1
H 1.84380 -3.06020 1.74647 0.0 -0.1 0.0
H 3.61052 -2.50933 3.35879 0.1 -0.1 0.1
H 2.88382 -3.02708 -0.43460 0.0 -0.1 0.1
H 2.66436 -5.13879 -1.69742 0.1 0.0 0.0
H 0.52357 -5.75303 -2.74093 0.0 -0.1 0.0
H -1.42260 -4.21380 -2.62917 -0.1 -0.1 -0.1
H -5.00024 -1.50044 -2.56981 -0.1 -0.1 -0.1
H -6.56324 0.10254 -1.43137 -0.1 0.0 -0.1
H -5.68507 1.48900 0.43893 0.0 0.1 0.0
H -3.30186 1.32594 1.04718 0.0 0.0 0.0
Cl -1.89789 -2.22930 1.99316 0.1 0.0 -0.3
C -1.59150 -0.89061 3.11121 -0.3 -0.4 0.5
Cl -0.92006 0.44750 2.18310 0.3 0.9 -0.1
H -0.85250 -1.18986 3.85511 -0.1 0.0 -0.2
H -2.53096 -0.57201 3.56701 0.2 -0.1 -0.1
C -0.86927 3.87430 0.78024 -0.7 -0.1 0.4
N 0.37568 3.81374 0.06378 0.6 -0.2 -0.6
C 1.42129 4.66949 0.24039 0.5 0.1 -0.1
C 2.37902 4.33721 -0.66509 -0.1 0.4 0.3
N 1.90924 3.28539 -1.39318 -0.7 0.1 0.7
C 2.60545 2.67658 -2.49582 0.5 -0.5 -0.7
C 0.68655 2.95664 -0.93125 -0.2 -0.5 0.1
Se -0.41660 1.59589 -1.61776 -0.7 -1.2 0.5
H -0.88854 4.78621 1.37309 0.0 0.0 0.0
H -0.97415 3.01971 1.45212 0.0 0.1 -0.1
H -1.70809 3.88937 0.08162 0.1 0.0 0.0
H 1.40750 5.44403 0.97917 0.0 0.2 0.1
H 3.33746 4.77895 -0.84793 0.2 0.1 -0.1
H 3.04153 3.45425 -3.12331 -0.1 0.0 0.1
H 1.91450 2.08345 -3.09537 0.1 0.1 0.2
H 3.40638 2.02932 -2.13374 -0.1 0.0 0.0

---

(3)
114
Properties=species:S:1:pos:R:3:forces:R:3 method="wB97M-V/def2-TZVPD" spin_multiplicity=5 energy_ev=-91854.901 largest_force_ev_per_a=0.8 e_homo_ev="-10.158 / -11.285" total_charge=+1 e_above_lowest_kcal_mol=12.3 gap_ev="7.727 / 6.033"
Rh 0.09383 0.21128 0.59843 0.0 0.6 -0.1
C 1.82027 2.40155 0.70087 0.4 -0.5 -0.1
C 0.95871 2.43204 1.83148 0.1 0.0 0.1
C 1.08563 1.14003 2.48555 0.0 -0.3 0.0
C 2.02234 0.38354 1.70041 0.0 0.1 0.3
C 2.49695 1.17713 0.61226 -0.2 0.5 -0.2
C 3.62430 0.83425 -0.33237 0.0 -0.1 -0.1
C 4.88792 0.53796 0.48932 -0.1 0.0 -0.1
C 3.92862 1.99072 -1.28735 -0.1 -0.1 0.1
C 3.23613 -0.39160 -1.16472 0.0 0.2 0.0
C 0.54643 0.58072 3.80727 -0.3 -0.1 0.1
C 1.23172 -0.75913 4.12225 0.0 0.2 -0.1
C 0.82259 1.49298 5.00954 0.0 -0.1 -0.1
C -0.96444 0.29224 3.70164 0.2 0.0 0.0
C 0.29713 3.74475 2.23124 -0.2 0.1 0.1
C 0.10377 4.68573 1.02918 0.0 -0.1 0.0
C 1.26350 4.45565 3.20223 -0.1 -0.1 -0.1
C -1.09566 3.58678 2.85390 0.1 0.0 0.0
H 2.03355 3.23994 0.05978 -0.1 0.1 -0.1
H 2.50494 -0.52586 2.02269 -0.1 -0.1 0.0
H 5.14387 1.39791 1.10733 0.0 0.0 0.1
H 5.72362 0.34277 -0.18220 0.1 -0.1 0.0
H 4.75567 -0.32623 1.13946 0.0 -0.1 0.0
H 4.22433 2.88390 -0.73877 0.0 0.1 0.0
H 3.06951 2.23142 -1.91304 0.0 0.1 0.0
H 4.75592 1.71000 -1.93819 0.0 0.0 -0.1
H 3.07285 -1.25978 -0.52197 0.1 0.0 0.0
H 4.01655 -0.63718 -1.88512 0.1 -0.1 0.0
H 2.31204 -0.18515 -1.71017 0.0 0.0 0.0
H 2.30957 -0.63887 4.23507 0.1 0.0 0.0
H 1.02022 -1.49649 3.34466 0.0 -0.1 0.0
H 0.84189 -1.14404 5.06354 0.0 0.0 0.0
H 1.89270 1.67715 5.10641 0.0 0.1 0.1
H 0.48037 0.99817 5.91855 0.0 0.0 0.0
H 0.30568 2.44325 4.94558 0.0 0.0 0.0
H -1.19334 -0.26036 2.78476 -0.1 -0.1 0.1
H -1.55080 1.20420 3.70191 -0.1 0.0 -0.1
H -1.28458 -0.31475 4.54886 0.0 0.0 0.0
H 1.02337 4.89990 0.48972 0.0 0.0 0.0
H -0.27102 5.63886 1.39928 0.0 0.0 0.0
H -0.64207 4.29128 0.33719 0.0 0.0 -0.1
H 2.15282 4.78846 2.66802 0.1 0.0 0.0
H 1.58702 3.80102 4.00491 0.0 0.0 0.1
H 0.77538 5.32721 3.63784 0.0 0.1 0.0
H -1.71760 2.94559 2.23010 -0.1 0.0 0.0
H -1.57356 4.56391 2.90911 0.0 0.1 0.0
H -1.06243 3.18700 3.86131 -0.1 0.0 0.0
F -2.03961 -1.35788 0.73437 0.1 0.1 0.4
B -2.39221 -2.02643 -0.46817 0.4 0.0 -0.3
F -1.38710 -1.63460 -1.44858 0.0 -0.1 0.1
F -3.62179 -1.69004 -0.91544 -0.5 0.2 -0.1
F -2.24033 -3.39175 -0.23402 0.1 -0.3 0.0
C -4.81015 2.66346 -1.84747 0.0 -0.1 -0.2
C -4.52321 1.84459 -3.10111 0.2 0.0 0.2
C -3.29292 0.94988 -2.94795 -0.6 -0.1 -0.1
N -2.05467 1.71218 -2.86571 0.3 0.1 0.2
C -1.31584 1.87177 -1.78570 0.0 0.3 -0.4
S -1.84125 1.40875 -0.23755 -0.1 -0.2 0.3
N -0.11436 2.52377 -1.85043 0.1 0.0 0.1
C 0.59031 3.16056 -2.88232 0.0 0.0 0.0
O 1.34432 4.05443 -2.58242 -0.1 0.0 -0.1
C 0.45472 2.63036 -4.25870 0.2 -0.1 -0.3
C 0.47779 1.25206 -4.48181 0.0 0.1 0.0
C 0.50959 0.76759 -5.77730 0.0 0.0 0.0
C 0.49950 1.65196 -6.84705 0.0 0.0 0.0
C 0.46784 3.02181 -6.62769 0.0 0.0 0.0
C 0.46322 3.51504 -5.33470 0.0 0.0 0.2
H -5.70396 3.26748 -1.98999 0.0 0.1 0.0
H -3.98114 3.33135 -1.61256 0.0 0.1 0.1
H -4.97399 2.00534 -0.99551 0.0 0.0 0.1
H -4.38909 2.50674 -3.96052 -0.1 0.0 -0.1
H -5.37367 1.19382 -3.31002 0.0 0.0 -0.1
H -3.21437 0.28136 -3.80834 0.1 0.0 0.1
H -3.39279 0.34078 -2.05283 0.1 -0.1 0.0
H -1.70958 2.09931 -3.73428 0.0 0.0 0.1
H 0.25025 2.76943 -0.93401 -0.1 0.0 -0.1
H 0.49160 0.57068 -3.64044 0.0 -0.1 0.0
H 0.54604 -0.29848 -5.95166 0.0 0.0 0.0
H 0.53137 1.26892 -7.85683 0.0 0.0 -0.1
H 0.46085 3.70561 -7.46390 0.0 0.0 0.0
H 0.46520 4.57837 -5.13908 0.0 0.0 0.0
C 1.77955 -5.83557 3.78771 -0.4 0.2 -0.3
Si 0.61374 -4.95178 2.58831 0.0 -0.2 0.4
C -0.33154 -6.15426 1.48002 0.3 0.4 0.2
C -0.63187 -3.83200 3.46993 0.4 -0.3 -0.2
C 1.81248 -3.85599 1.52753 -0.6 0.0 0.1
Te 0.68958 -2.64050 0.20908 0.3 -0.7 -0.3
C 0.58472 -4.11008 -1.31014 0.2 0.2 -0.2
Si 1.99038 -4.05205 -2.62147 0.1 -0.1 -0.1
C 1.69999 -2.46993 -3.62182 0.1 -0.3 0.2
C 3.65832 -4.08688 -1.72752 -0.4 0.0 -0.2
C 1.77667 -5.60281 -3.67866 0.0 0.4 0.3
H 1.21467 -6.40737 4.52191 -0.1 0.0 0.1
H 2.40780 -5.13071 4.33026 0.0 0.1 0.0
H 2.43621 -6.53302 3.26950 0.0 0.0 -0.1
H -0.90853 -6.84145 2.09782 0.0 0.0 0.1
H 0.32005 -6.75985 0.85112 0.1 0.0 0.0
H -1.04077 -5.62422 0.84392 -0.1 0.0 -0.1
H -1.46505 -4.43270 3.83399 -0.1 -0.1 0.0
H -1.03949 -3.08055 2.78879 -0.1 0.0 0.0
H -0.20211 -3.32456 4.33183 0.1 0.1 0.0
H 2.48246 -4.49010 0.95090 0.0 0.0 -0.2
H 2.40196 -3.21809 2.18414 0.0 0.1 0.1
H -0.36696 -3.96314 -1.81352 -0.2 0.1 0.1
H 0.56152 -5.06149 -0.78275 0.0 0.0 0.1
H 1.27691 -1.68806 -2.98981 0.0 0.0 0.0
H 0.99092 -2.65902 -4.42783 -0.1 -0.1 0.0
H 2.61747 -2.08922 -4.07002 0.1 0.0 0.0
H 3.72778 -3.33005 -0.94719 0.0 0.1 0.0
H 4.47574 -3.91513 -2.42608 0.1 0.0 -0.1
H 3.82833 -5.06060 -1.26824 0.0 -0.1 0.0
H 0.79812 -5.63376 -4.15601 -0.1 0.0 0.0
H 1.88694 -6.51039 -3.08654 0.0 0.0 0.1
H 2.52739 -5.63521 -4.46720 0.1 0.0 -0.1

---

(4)
14
Properties=species:S:1:pos:R:3:forces:R:3 method="wB97M-V/def2-TZVPD" spin_multiplicity=1 energy_ev=-17051.838 largest_force_ev_per_a=2.9 e_homo_ev="-7.797 / -8.421" total_charge=0 e_above_lowest_kcal_mol=112.8 gap_ev="8.119 / 8.538"
C -1.67609 0.15331 -0.12310 0.3 -1.6 -0.7
C -1.13005 -1.38477 -0.11461 0.2 0.1 2.9
C 2.27777 0.65486 0.10501 -0.6 -1.9 -1.8
N -0.81232 1.07646 0.52305 0.6 0.3 0.0
N 1.02728 0.01497 -0.30492 -0.7 -0.4 -0.4
S 0.57338 -1.31320 0.54420 -0.2 -0.1 -0.5
H -1.79407 0.29826 -1.24447 -0.8 0.4 1.5
H -2.54021 -0.00920 0.57410 0.0 0.8 -1.3
H -1.73246 -2.07004 0.63341 1.2 1.3 -1.6
H -1.13138 -1.79684 -1.09831 -0.1 -0.2 -0.6
H 2.13899 1.64148 -0.20245 0.2 1.8 -0.1
H 2.36117 0.51809 1.12377 0.8 0.2 2.4
H 3.15532 0.24178 -0.43678 -0.5 0.0 0.3
H -0.71732 1.97483 0.02110 -0.3 -0.7 -0.1